{"formula": "C43H39N7O3PSTa", "method": "ωB97M-V/def2-TZVPD", "symbols": ["Ta", "O", "C", "C", "C", "C", "C", "C", "C", "N", "C", "C", "N", "C", "C", "C", "C", "C", "C", "C", "O", "H", "H", "H", "H", "H", "H", "H", "H", "H", "H", "H", "H", "H", "H", "N", "P", "C", "C", "C", "C", "C", "C", "C", "C", "C", "C", "C", "C", "C", "C", "C", "C", "C", "N", "H", "H", "H", "H", "H", "H", "H", "H", "H", "H", "H", "H", "H", "H", "H", "C", "C", "C", "C", "C", "C", "C", "S", "C", "O", "H", "H", "H", "H", "H", "H", "H", "H", "H", "H", "N", "C", "N", "C", "N"], "positions_angstrom": [[0.08244, 0.16021, -0.05250], [-0.73976, -0.17966, -1.78412], [-1.48164, 0.54542, -2.63170], [-2.43515, -0.08992, -3.42514], [-3.22990, 0.64711, -4.28329], [-3.07606, 2.02686, -4.40265], [-2.10003, 2.65645, -3.66650], [-1.30648, 1.93523, -2.76205], [-0.17840, 2.56917, -2.14756], [0.52896, 2.05359, -1.20730], [1.90710, 2.52618, -1.07592], [2.70463, 1.38861, -1.69392], [2.18806, 0.14565, -1.09160], [2.96532, -0.87057, -1.05971], [2.57590, -2.13835, -0.46224], [2.80358, -3.22718, -1.21557], [2.16440, -4.54737, -1.00637], [1.20985, -4.49352, 0.94381], [1.29562, -3.10682, 1.48299], [1.75669, -2.07100, 0.77510], [1.34709, -0.82300, 1.07272], [-2.54249, -1.16588, -3.35105], [-3.97646, 0.14002, -4.88288], [-3.69527, 2.58884, -5.08955], [-1.92961, 3.72120, -3.78511], [0.15019, 3.51156, -2.58818], [2.18417, 2.64871, -0.03165], [2.05753, 3.46815, -1.59992], [3.77099, 1.48446, -1.50063], [2.53183, 1.36902, -2.77156], [3.93483, -0.82061, -1.55710], [3.44170, -3.11958, -2.08916], [2.32907, -5.20664, -1.85438], [0.63578, -5.13326, 1.60990], [0.71348, -2.86888, 2.36624], [-1.67131, -3.01599, -0.07122], [-0.21827, -2.82690, -0.95421], [0.66853, -4.43947, -0.53731], [2.50713, -5.13968, 0.40110], [2.47117, -6.63711, 0.44083], [1.47098, -7.39704, -0.00961], [0.24577, -6.92997, -0.65855], [-0.11618, -5.66661, -0.90811], [-0.74358, -3.08941, -2.67140], [-1.99449, -3.58450, -3.03877], [-2.31936, -3.74453, -4.37865], [-1.39819, -3.41050, -5.36372], [-0.15410, -2.90843, -5.00627], [0.16829, -2.74301, -3.66758], [-1.87962, -2.35940, 1.12380], [-2.71668, -2.96488, 2.07713], [-2.88144, -2.39282, 3.31057], [-2.19239, -1.20861, 3.59154], [-1.43032, -0.65367, 2.60611], [-1.28790, -1.17783, 1.35807], [-2.14997, -3.90588, -0.11170], [3.42859, -4.75938, 0.83644], [3.33254, -7.12500, 0.88325], [1.56773, -8.47122, 0.09126], [-0.43001, -7.70826, -0.99405], [-1.03596, -5.51978, -1.46255], [-2.73420, -3.83028, -2.28568], [-3.29073, -4.13463, -4.65516], [-1.65059, -3.53828, -6.40867], [0.56168, -2.63793, -5.77282], [1.13236, -2.32309, -3.39451], [-3.19411, -3.90312, 1.82404], [-3.51155, -2.86262, 4.05514], [-2.24530, -0.72769, 4.55816], [-0.88541, 0.26021, 2.79668], [-7.24969, -2.60581, 0.78265], [-6.17240, -1.55882, 0.80811], [-5.33129, -1.37245, -0.29298], [-4.33162, -0.41719, -0.27784], [-4.16211, 0.35738, 0.86067], [-4.97007, 0.18466, 1.97637], [-5.97886, -0.76458, 1.93670], [-2.93557, 1.64039, 0.93024], [-3.75555, 2.85396, -0.10538], [-1.80818, 1.17471, -0.01249], [-7.58958, -2.80104, -0.23380], [-8.10719, -2.30457, 1.38281], [-6.87715, -3.54708, 1.19510], [-5.47867, -1.97592, -1.18170], [-3.68802, -0.27134, -1.14008], [-4.81807, 0.78916, 2.86565], [-6.62696, -0.89047, 2.79628], [-3.95867, 2.40971, -1.07833], [-3.08340, 3.70850, -0.19179], [-4.67948, 3.15277, 0.38957], [0.32619, 1.55951, 1.39157], [0.54594, 2.61048, 1.91651], [0.63751, 3.69838, 2.46712], [1.61817, 4.35203, 3.07605], [2.44196, 4.97402, 3.59103]], "mulliken_charge": [2.604, 0.287, 0.904, -0.442, -0.801, -1.081, -0.459, 0.162, -0.737, -0.053, -0.732, -0.994, -0.037, -1.000, 1.305, -1.375, -0.148, -0.206, -1.065, -0.251, -0.845, 0.399, 0.522, 0.435, 0.519, 0.510, 0.127, 0.551, 0.655, 0.309, 0.654, 0.472, 0.594, 0.619, 0.588, 0.751, 0.791, 1.614, 0.161, -1.130, -0.737, -0.574, -1.179, 0.821, -0.907, -0.632, -0.801, -0.740, -0.891, -0.407, -0.789, -1.102, -0.688, -0.902, 1.204, 0.528, 0.691, 0.448, 0.427, 0.471, 0.024, 0.282, 0.472, 0.437, 0.488, 0.263, 0.613, 0.493, 0.582, 0.217, -1.548, 0.729, -0.837, -0.384, 0.847, -0.907, -0.789, 0.203, -1.053, -0.345, 0.381, 0.407, 0.294, 0.483, 0.314, 0.474, 0.477, 0.239, 0.438, 0.499, -0.339, 0.837, -0.650, 0.360, -0.419], "e_tot_ha": -3067.12528, "largest_force_ev_per_a": 0.5, "homo_ha": -0.46429, "relative_energy_kj_mol": 395.02, "total_charge": 2, "gap_ev": 6.55, "multiplicity": 1}